(1)
Computed, not measured: a cluster of 3 separate species, C5H15NO2 in total, with the ωB97M-V functional and the def2-TZVPD basis.

The geometry in XYZ format:
```
23
Properties=species:S:1:pos:R:3:forces:R:3:lowdin_charge:R:1
C 2.545 1.698 0.513 0.08 0.52 1.78 -0.111
N 1.546 0.676 0.900 0.10 0.26 -0.88 -0.199
C 1.459 -0.457 -0.069 0.14 -0.73 1.72 -0.170
C -0.034 -0.873 -0.283 1.69 0.46 0.09 -0.130
C -0.767 0.114 0.612 -0.78 1.48 0.31 -0.168
C 0.198 1.263 0.987 0.69 -0.33 -0.35 -0.199
H 3.579 1.436 0.787 -0.36 -0.51 -0.47 0.080
H 2.422 2.619 1.139 -0.37 -0.72 -0.41 0.089
H 2.482 2.027 -0.516 -0.03 -0.12 -0.55 0.074
H 2.118 -0.342 -0.898 -0.11 0.69 -1.32 0.097
H 1.907 -1.324 0.387 0.43 -0.37 0.59 0.096
H -0.142 -1.886 0.105 -0.19 0.01 -0.31 0.109
H -0.197 -0.889 -1.370 -0.72 0.29 1.03 0.065
H -1.099 -0.334 1.567 0.28 -0.09 -0.58 0.096
H -1.638 0.595 0.159 -0.16 -0.41 -0.04 0.111
H 0.168 2.163 0.357 -0.48 -0.27 -0.46 0.109
H 0.009 1.645 1.982 -0.06 -0.12 0.41 0.108
O -0.450 -0.817 -3.756 -0.75 0.78 0.52 -0.075
H -0.185 -0.918 -2.825 -0.06 -0.02 -0.91 -0.018
H -1.176 -0.152 -3.700 0.79 -0.75 -0.19 0.058
O -3.712 -1.273 1.656 0.30 -0.11 -0.07 -0.055
H -2.889 -0.878 1.962 -0.19 0.18 0.16 -0.001
H -3.382 -1.940 1.045 -0.25 -0.12 -0.09 0.035
```
Positions in Å, forces in eV/Å.

Its highest occupied orbital energy is -8.66 eV. As for the structure (SMILES): CN1CCCC1.O.O. Its energy relative to the best compared isomer or geometry (same formula, charge and spin) is 43.1 kcal/mol. As for the calculated total energy: -404.6864 Ha. Its LUMO energy is 0.02174 Eh.


(2)
Computed, not measured: a cluster of 2 separate species, C5H15NO2 in total, with the ωB97M-V functional and the def2-TZVPD basis.

The geometry in XYZ format:
```
23
Properties=species:S:1:pos:R:3:forces:R:3:lowdin_charge:R:1
C -2.311 -0.712 -0.890 0.17 -0.53 -0.25 -0.114
N -0.875 -0.508 -0.606 -1.09 0.16 -0.25 -0.132
C -0.532 0.894 -0.333 0.58 -0.02 0.52 -0.234
C -0.207 1.173 1.135 -0.94 0.96 0.65 -0.208
C 0.830 0.282 1.802 0.57 -0.03 0.09 -0.191
C 2.028 0.010 0.909 0.51 -0.75 -0.55 -0.285
O 2.741 1.149 0.460 -0.08 0.32 0.12 -0.058
H -2.429 -1.640 -1.455 0.03 0.03 -0.01 0.073
H -2.911 -0.826 0.020 -0.10 0.33 -0.04 0.077
H -2.708 0.083 -1.521 0.05 0.06 0.14 0.078
H -0.710 -1.112 0.189 0.54 0.27 0.08 0.094
H -1.349 1.564 -0.610 0.02 -0.20 -0.18 0.113
H 0.329 1.156 -0.960 -0.09 0.05 0.03 0.105
H -1.148 1.231 1.705 0.04 -0.86 -0.01 0.112
H 0.039 2.233 1.302 0.64 -0.10 -0.63 0.113
H 1.202 0.760 2.714 -0.20 -0.01 -0.01 0.116
H 0.440 -0.696 2.106 -0.16 0.11 -0.07 0.110
H 1.746 -0.639 0.061 -0.23 0.41 -0.07 0.107
H 2.792 -0.596 1.401 -0.17 0.14 0.41 0.119
H 2.142 1.832 0.138 -0.06 -0.21 0.01 0.071
O 0.278 -1.937 -2.933 0.18 -0.02 0.38 -0.088
H 0.549 -2.548 -2.234 -0.03 0.00 -0.36 0.027
H 0.065 -1.152 -2.400 -0.18 -0.13 -0.02 -0.006
```
Positions in Å, forces in eV/Å.

Its highest occupied orbital energy is -9.38 eV. As for the structure (SMILES): CNCCCCO.O. Its energy relative to the best compared isomer or geometry (same formula, charge and spin) is 30.7 kcal/mol. As for the calculated total energy: -404.7061 Ha. Its LUMO energy is 0.02701 Eh.


(3)
Computed, not measured: a structure of composition C5H15NO2, with the ωB97M-V functional and the def2-TZVPD basis.

The geometry in XYZ format:
```
23
Properties=species:S:1:pos:R:3:forces:R:3:lowdin_charge:R:1
C 1.303 -1.669 0.356 -0.37 -0.79 -0.31 -0.323
N -0.173 -1.485 0.299 1.79 1.70 0.27 -0.033
C -0.077 0.271 -0.698 -0.06 -4.24 0.31 0.086
C -1.242 1.044 -0.969 -2.00 4.13 0.52 -0.401
C -1.040 1.776 -2.359 -0.37 -2.44 1.14 -0.015
O -1.499 2.115 0.072 2.15 -2.83 -0.42 -0.116
C 1.968 -1.037 1.548 0.46 1.38 1.00 -0.108
H 1.683 -1.314 -0.607 0.59 0.10 0.22 0.090
H 1.554 -2.734 0.355 -0.29 -0.07 0.01 0.108
H -0.539 -2.435 0.353 -1.04 0.72 -0.89 0.106
H 0.545 0.521 0.138 0.63 0.69 -0.41 0.087
H 0.262 -0.358 -1.508 0.56 0.71 -0.27 0.100
H -2.188 0.520 -0.933 0.06 -0.77 -0.62 0.151
H -0.069 2.263 -2.386 -0.34 0.50 -0.03 0.084
H -1.019 0.921 -3.057 -0.07 0.60 -0.27 0.080
H -1.949 2.351 -2.488 0.38 0.53 -0.29 0.082
H -1.025 1.575 0.815 -1.25 1.41 -0.03 0.049
H 2.954 -1.423 1.822 -0.06 -0.26 -0.50 0.074
H 1.382 -1.083 2.469 -0.28 -0.37 -0.27 0.074
H 2.111 0.049 1.439 -0.01 -0.21 -0.19 0.074
H -1.640 0.454 2.272 -0.06 -0.40 -0.09 0.016
H -0.544 -0.603 1.131 -0.88 -0.51 1.45 -0.007
O -0.758 0.282 1.934 0.46 0.41 -0.36 -0.257
```
Positions in Å, forces in eV/Å.

Its highest occupied orbital energy is -9.05 eV. Its energy relative to the best compared isomer or geometry (same formula, charge and spin) is 110.9 kcal/mol. As for the calculated total energy: -404.5783 Ha. Its LUMO energy is -0.00539 Eh.


(4)
Computed, not measured: a cluster of 2 separate species, C5H15NO2 in total, with the ωB97M-V functional and the def2-TZVPD basis.

The geometry in XYZ format:
```
23
Properties=species:S:1:pos:R:3:forces:R:3:lowdin_charge:R:1
C -1.113 -2.297 1.868 1.06 -4.88 0.74 -0.183
C -0.804 -0.956 1.438 -1.72 2.87 -0.37 -0.329
C -0.220 -0.832 0.056 -2.47 0.38 -2.67 -0.170
C -0.258 0.586 -0.615 1.36 -0.97 -1.84 -0.364
N -1.531 1.002 -1.248 1.93 4.66 3.95 0.035
C 0.797 0.561 -1.805 1.22 5.34 1.61 -0.268
O 2.166 0.515 -1.535 2.04 -0.21 2.53 -0.139
H -1.846 -2.882 1.252 0.24 1.07 0.31 0.091
H -1.459 -2.296 2.890 -0.42 -0.04 0.36 0.062
H -0.265 -3.084 1.902 -0.62 1.48 -0.15 0.101
H -0.140 -0.376 2.123 -0.50 -0.58 -0.10 0.121
H -1.874 -0.501 1.521 1.96 0.19 -0.50 0.146
H -0.933 -1.318 -0.760 1.54 -0.15 1.83 0.155
H 0.785 -1.283 0.038 -0.34 0.30 -0.35 0.122
H 0.049 1.361 0.098 -0.32 -0.18 -0.15 0.100
H -1.480 2.049 -1.542 -0.28 -3.03 0.33 0.125
H -1.897 0.394 -1.862 -1.33 -2.23 -2.86 0.006
H 0.793 1.612 -2.251 -1.33 -0.70 0.22 0.122
H 0.710 -0.015 -2.648 -1.32 -2.26 -1.55 0.088
H 2.438 1.206 -0.804 -1.03 -1.74 -1.99 0.065
O 2.269 2.255 0.399 0.35 0.97 -0.46 -0.025
H 2.475 1.783 1.207 -0.71 0.09 0.29 0.078
H 1.338 2.519 0.278 0.71 -0.39 0.82 0.063
```
Positions in Å, forces in eV/Å.

Its highest occupied orbital energy is -8.76 eV. As for the structure (SMILES): CCC[C@H](N)CO.O. Its energy relative to the best compared isomer or geometry (same formula, charge and spin) is 64.5 kcal/mol. As for the calculated total energy: -404.6523 Ha. Its LUMO energy is 0.01759 Eh.


(5)
Computed, not measured: a cluster of 2 separate species, C5H15NO2 in total, with the ωB97M-V functional and the def2-TZVPD basis.

The geometry in XYZ format:
```
23
Properties=species:S:1:pos:R:3:forces:R:3:lowdin_charge:R:1
C 0.518 0.743 2.934 -0.65 -0.28 -0.65 -0.057
C 0.214 -0.315 1.825 1.15 1.00 -0.10 -0.432
N 0.760 -1.633 2.098 0.23 -0.16 -0.50 0.024
C 0.815 0.187 0.482 -1.14 0.51 -0.85 -0.153
C -0.267 0.522 -0.567 -1.25 -0.42 -0.42 -0.181
C -0.582 -0.610 -1.541 -0.17 -1.14 0.52 -0.272
O 0.494 -1.087 -2.328 -0.48 0.44 -1.03 -0.061
H 1.409 1.317 2.702 0.43 -0.25 0.16 0.062
H -0.273 1.486 2.942 -0.27 0.10 0.21 0.070
H 0.590 0.274 3.912 0.00 0.08 0.11 0.066
H -0.859 -0.381 1.664 -0.13 -0.29 0.32 0.119
H 0.487 -1.988 2.994 -0.18 -0.09 0.44 0.060
H 1.776 -1.598 2.079 -0.12 -0.02 0.06 0.075
H 1.406 -0.605 0.031 0.59 0.07 0.31 0.092
H 1.368 1.120 0.590 0.48 -0.40 0.29 0.105
H -1.219 0.638 -0.052 -0.17 0.26 0.23 0.103
H -0.184 1.453 -1.129 0.75 0.05 0.12 0.109
H -1.378 -0.384 -2.250 0.12 0.49 -0.04 0.101
H -1.025 -1.461 -0.985 0.36 0.18 0.14 0.123
H 1.278 -1.271 -1.832 0.41 -0.11 0.70 0.057
O -2.161 1.279 -4.432 -0.03 0.04 0.01 -0.049
H -1.434 1.061 -3.848 0.15 -0.08 0.39 0.006
H -1.735 1.252 -5.289 -0.08 0.04 -0.41 0.033
```
Positions in Å, forces in eV/Å.

Its highest occupied orbital energy is -9.43 eV. As for the structure (SMILES): C[C@H](N)CCCO.O. Its energy relative to the best compared isomer or geometry (same formula, charge and spin) is 30.0 kcal/mol. As for the calculated total energy: -404.7072 Ha. Its LUMO energy is 0.03236 Eh.


> Which formula does entry 2 have?

C5H15NO2


What did the first record say?
Computed, not measured: a cluster of 3 separate species, C5H15NO2 in total, with the ωB97M-V functional and the def2-TZVPD basis.

The geometry in XYZ format:
```
23
Properties=species:S:1:pos:R:3:forces:R:3:lowdin_charge:R:1
C 2.545 1.698 0.513 0.08 0.52 1.78 -0.111
N 1.546 0.676 0.900 0.10 0.26 -0.88 -0.199
C 1.459 -0.457 -0.069 0.14 -0.73 1.72 -0.170
C -0.034 -0.873 -0.283 1.69 0.46 0.09 -0.130
C -0.767 0.114 0.612 -0.78 1.48 0.31 -0.168
C 0.198 1.263 0.987 0.69 -0.33 -0.35 -0.199
H 3.579 1.436 0.787 -0.36 -0.51 -0.47 0.080
H 2.422 2.619 1.139 -0.37 -0.72 -0.41 0.089
H 2.482 2.027 -0.516 -0.03 -0.12 -0.55 0.074
H 2.118 -0.342 -0.898 -0.11 0.69 -1.32 0.097
H 1.907 -1.324 0.387 0.43 -0.37 0.59 0.096
H -0.142 -1.886 0.105 -0.19 0.01 -0.31 0.109
H -0.197 -0.889 -1.370 -0.72 0.29 1.03 0.065
H -1.099 -0.334 1.567 0.28 -0.09 -0.58 0.096
H -1.638 0.595 0.159 -0.16 -0.41 -0.04 0.111
H 0.168 2.163 0.357 -0.48 -0.27 -0.46 0.109
H 0.009 1.645 1.982 -0.06 -0.12 0.41 0.108
O -0.450 -0.817 -3.756 -0.75 0.78 0.52 -0.075
H -0.185 -0.918 -2.825 -0.06 -0.02 -0.91 -0.018
H -1.176 -0.152 -3.700 0.79 -0.75 -0.19 0.058
O -3.712 -1.273 1.656 0.30 -0.11 -0.07 -0.055
H -2.889 -0.878 1.962 -0.19 0.18 0.16 -0.001
H -3.382 -1.940 1.045 -0.25 -0.12 -0.09 0.035
```
Positions in Å, forces in eV/Å.

Its highest occupied orbital energy is -8.66 eV. As for the structure (SMILES): CN1CCCC1.O.O. Its energy relative to the best compared isomer or geometry (same formula, charge and spin) is 43.1 kcal/mol. As for the calculated total energy: -404.6864 Ha. Its LUMO energy is 0.02174 Eh.